Molecular formula: C2H5OP
Method: DFT, ωB97M-V with the def2-TZVPD basis set

Last column: Mulliken charge in e.
Positions of all 9 atoms, in Å:
P (0.91, 0.11, -1.24)  -0.08
C (0.59, -0.77, 0.41)  -0.67
H (1.57, 1.33, -0.83)  0.04
H (-1.68, 1.48, -0.03)  0.33
C (-0.66, -0.12, -0.16)  -0.14
H (-1.48, -0.57, -0.51)  0.51
H (1.08, -0.59, 1.41)  0.29
O (-1.10, 0.96, 0.59)  -0.54
H (0.77, -1.85, 0.38)  0.25

Values from the calculation:
- Energy relative to the best compared isomer or geometry (same formula, charge and spin): 1.839 eV
- LUMO energy: 0.88 eV
- Total energy: -495.7129 Ha
- Total charge: 0
- Gap between HOMO and LUMO: 9.72 eV



Molecular formula: C2H5OP
Method: DFT, ωB97M-V with the def2-TZVPD basis set

Last column: Mulliken charge in e.
Positions of all 9 atoms, in Å:
C (-0.21, -1.02, 0.76)  -0.73
O (-0.76, 1.11, -0.84)  -0.50
H (0.49, -0.42, -1.59)  0.42
H (-1.13, -0.68, 1.18)  0.34
H (0.70, 1.11, 1.44)  0.03
H (-0.49, 1.77, -1.49)  0.31
H (-0.12, -2.05, 0.46)  0.34
C (0.22, 0.15, -0.71)  -0.11
P (1.29, 0.03, 0.78)  -0.10

Values from the calculation:
- Energy relative to the best compared isomer or geometry (same formula, charge and spin): 2.280 eV
- LUMO energy: 0.89 eV
- Total energy: -495.6967 Ha
- Total charge: 0
- Gap between HOMO and LUMO: 9.11 eV



Molecular formula: C2H5OPS
Method: DFT, ωB97M-V with the def2-TZVPD basis set

Last column: Löwdin spin population.
Positions of all 10 atoms, in Å:
C (1.83, -0.46, -0.38)  0.22
H (-2.79, 1.02, 0.61)  0.06
P (0.62, -0.05, -1.47)  0.03
H (-1.55, 1.47, 1.81)  0.05
H (2.32, 0.26, 0.16)  0.01
C (-1.95, 0.88, 1.10)  0.68
H (-0.75, -1.63, -2.37)  0.00
S (-1.03, -0.42, 0.69)  0.92
H (1.93, -1.48, -0.16)  0.01
O (0.19, -1.56, -1.99)  0.03

Values from the calculation:
- Spin multiplicity: 3
- Energy relative to the best compared isomer or geometry (same formula, charge and spin): 1.324 eV
- LUMO energy (spin up / spin down): 0.58 / -2.39 eV
- Total energy: -893.8200 Ha
- Total charge: 0
- Gap between HOMO and LUMO (spin up / spin down): 7.41 / 6.02 eV



no.,molar mass (g mol⁻¹)
1,76.0
2,76.0
3,108.1